1.
Below is an isolated molecule of C4H10O, with properties calculated with ωB97M-V/def2-TZVPD.

Bonds (Å) are listed after each position.
Geometry (Å):
1 C -1.734 -0.040 -0.508  C2 1.592, H5 1.088, H6 1.061, H7 1.130
2 C -0.785 -0.471 0.696  C1 1.592, C3 1.482, H8 1.089, H9 1.154
3 C 0.623 -0.079 0.452  C2 1.482, C4 1.516, H10 1.134, O15 1.452
4 C 0.663 1.350 -0.056  C3 1.516, H11 1.091, H12 1.166, H13 1.146
5 H -2.799 -0.256 -0.448  C1 1.088
6 H -1.462 -0.429 -1.457  C1 1.061
7 H -1.609 1.079 -0.417  C1 1.130
8 H -0.898 -1.505 1.019  C2 1.089
9 H -1.136 0.289 1.491  C2 1.154
10 H 1.105 -0.263 1.462  C3 1.134
11 H 1.694 1.618 0.183  C4 1.091
12 H 0.502 1.421 -1.209  C4 1.166
13 H -0.125 2.012 0.447  C4 1.146
14 H 1.093 -1.764 -0.392  O15 0.971
15 O 1.378 -0.846 -0.523  C3 1.452, H14 0.971

Results
SMILES	CC[C@H](C)O
LUMO energy	0.92	eV
charge	0
relative energy (zero: lowest compared OMol25 entry of this formula, charge and spin)	26.3	kcal per mole


2.
Below is a cluster of 2 separate species, C4H10O in total, with properties calculated with ωB97M-V/def2-TZVPD.

Bonds (Å) are listed after each position.
Geometry (Å):
1 C -1.316 2.138 0.224  C2 1.527, H3 1.145, H4 1.039, H5 1.147
2 C 0.179 1.846 0.326  C1 1.527, H6 1.179, H7 1.091, H8 1.064
3 H -1.473 2.128 -0.910  C1 1.145
4 H -1.535 3.110 0.518  C1 1.039
5 H -1.902 1.265 0.686  C1 1.147
6 H 0.959 2.731 0.300  C2 1.179
7 H 0.508 1.449 1.287  C2 1.091
8 H 0.460 1.206 -0.476  C2 1.064
9 C 0.217 -2.435 -1.237  C10 1.335, H12 1.096, H13 1.095
10 C 0.928 -2.452 -0.107  C9 1.335, O11 1.405, H14 1.135
11 O 0.359 -1.636 0.886  C10 1.405, H15 1.022
12 H 0.492 -3.062 -2.093  C9 1.096
13 H -0.656 -1.802 -1.430  C9 1.095
14 H 1.895 -2.913 0.268  C10 1.135
15 H 0.885 -1.575 1.760  O11 1.022

Results
SMILES	C=CO.CC
LUMO energy	0.78	eV
charge	0
relative energy (zero: lowest compared OMol25 entry of this formula, charge and spin)	49.7	kcal per mole


3.
Below is an isolated molecule of C4H10O, with properties calculated with ωB97M-V/def2-TZVPD.

Bonds (Å) are listed after each position.
Geometry (Å):
1 C -1.334 -0.206 0.787  C2 1.533, H6 1.095, H7 1.094, H8 1.098
2 C -0.128 0.184 -0.077  C1 1.533, C3 1.540, C4 1.540, O5 1.429
3 C 0.191 -0.956 -1.063  C2 1.540, H9 1.094, H10 1.094, H11 1.094
4 C 1.170 0.541 0.672  C2 1.540, H12 1.095, H13 1.103, H14 1.095
5 O -0.566 1.357 -0.766  C2 1.429, H15 0.965
6 H -1.270 -1.237 1.150  C1 1.095
7 H -1.476 0.467 1.638  C1 1.094
8 H -2.230 -0.133 0.158  C1 1.098
9 H -0.679 -1.586 -1.267  C3 1.094
10 H 0.547 -0.550 -2.014  C3 1.094
11 H 0.977 -1.597 -0.651  C3 1.094
12 H 1.615 -0.315 1.189  C4 1.095
13 H 1.918 0.873 -0.066  C4 1.103
14 H 1.033 1.358 1.388  C4 1.095
15 H 0.232 1.801 -1.079  O5 0.965

Results
SMILES	CC(C)(C)O
LUMO energy	0.94	eV
charge	0
relative energy (zero: lowest compared OMol25 entry of this formula, charge and spin)	3.4	kcal per mole


4.
Below is an isolated molecule of C4H10O, with properties calculated with ωB97M-V/def2-TZVPD.

Bonds (Å) are listed after each position.
Geometry (Å):
1 C -2.332 0.096 0.026  C2 1.539, H5 1.189, H6 1.231, H7 1.098
2 C -0.986 -0.649 0.004  C1 1.539, C3 1.535, H8 1.179, H9 1.104
3 C 0.178 0.349 -0.083  C2 1.535, H10 1.072, H11 1.050, O15 1.480
4 C 2.591 0.035 0.008  H12 1.176, H13 1.091, H14 1.123, O15 1.483
5 H -2.224 1.072 0.696  C1 1.189
6 H -2.610 0.337 -1.148  C1 1.231
7 H -3.121 -0.574 0.393  C1 1.098
8 H -0.759 -1.313 0.952  C2 1.179
9 H -1.030 -1.309 -0.880  C2 1.104
10 H 0.057 0.984 -0.940  C3 1.072
11 H 0.189 0.996 0.744  C3 1.050
12 H 2.721 1.024 -0.615  C4 1.176
13 H 3.312 -0.775 -0.109  C4 1.091
14 H 2.738 0.367 1.071  C4 1.123
15 O 1.277 -0.641 -0.118  C3 1.480, C4 1.483

Results
SMILES	CCCOC
LUMO energy	1.10	eV
charge	0
relative energy (zero: lowest compared OMol25 entry of this formula, charge and spin)	44.9	kcal per mole